# C4H32NO15

13 unconnected molecules or ions with the total composition C4H32NO15 (wB97M-V/def2-TZVPD, the OMol25 dataset).

Last column: Löwdin charge in e.
Positions of all 52 atoms, in Å:
C (-1.702, -3.805, 0.203)  -0.08
C (-1.087, -2.573, -0.373)  -0.33
C (-1.646, -2.205, -1.777)  -0.30
O (-2.691, -1.370, -1.675)  -0.05
N (-1.401, -1.473, 0.625)  0.10
C (-0.603, -0.252, 0.344)  -0.65
O (-0.812, 0.780, 1.069)  -0.10
O (0.259, -0.324, -0.523)  -0.01
H (-1.314, -4.700, 0.025)  0.02
H (-1.522, -3.709, 1.294)  0.09
H (-2.839, -3.882, 0.181)  0.11
H (0.107, -2.827, -0.521)  0.15
H (-1.920, -3.096, -2.313)  0.10
H (-0.798, -1.742, -2.452)  0.14
H (-2.593, -0.415, -1.876)  0.11
H (-2.143, -1.554, 1.307)  0.12
H (2.233, 0.675, -2.574)  0.06
H (1.363, 0.644, -1.289)  0.06
O (2.276, 0.915, -1.653)  -0.08
H (2.600, -2.461, -0.815)  0.03
H (1.442, -3.410, -1.322)  -0.04
O (2.363, -3.304, -1.264)  -0.05
H (-0.565, 2.172, 2.361)  -0.02
H (0.756, 2.293, 2.991)  -0.02
O (-0.063, 2.772, 2.917)  -0.07
H (-3.601, 1.667, 1.707)  -0.07
H (-4.914, 1.932, 0.925)  0.00
O (-4.482, 1.656, 1.717)  0.01
H (-1.811, 1.871, 0.044)  0.03
H (-1.921, 3.323, 0.616)  0.03
O (-1.927, 2.855, -0.228)  -0.10
H (0.296, 0.040, 4.696)  0.04
H (1.570, 0.169, 3.816)  -0.05
O (1.102, -0.368, 4.374)  -0.02
H (1.900, 3.902, -1.435)  0.05
H (2.458, 2.630, -1.908)  -0.03
O (2.442, 3.545, -2.129)  -0.06
H (3.041, -3.081, 1.603)  0.07
H (4.483, -2.520, 1.870)  0.03
O (3.964, -3.355, 1.970)  -0.12
H (1.825, 2.395, -4.071)  0.03
H (1.165, 3.634, -3.355)  0.06
O (1.015, 2.984, -4.159)  -0.16
H (1.435, 1.290, 1.199)  0.07
H (2.373, 2.379, 1.583)  0.02
O (2.284, 1.463, 1.737)  -0.05
H (3.976, -0.349, 0.987)  0.05
H (3.412, -0.025, -0.592)  0.01
O (3.886, -0.648, 0.031)  -0.12
H (-3.912, 1.705, -0.867)  -0.02
H (-4.931, 1.976, -1.981)  0.06
O (-4.827, 1.783, -1.042)  -0.04

## Properties
gap between HOMO and LUMO: 9.10 eV
charge: -1
DFT total energy: -36871.612 eV
E_HOMO: -0.2446 Eh
ΔE to the lowest compared entry with this formula, charge and spin: 110.5 kcal per mole

=====

# C22H38BrCl3F4LiMgN2NaO16PS

A molecular structure, C22H38BrCl3F4LiMgN2NaO16PS (wB97M-V/def2-TZVPD, the OMol25 dataset).

Last column: Löwdin charge in e.
Positions of all 91 atoms, in Å:
C (0.978, -0.673, 2.279)  -0.07
C (-0.074, -1.174, 1.210)  -0.19
C (0.216, -0.597, -0.198)  -0.14
C (-0.866, 0.345, -0.714)  -0.11
O (-1.396, 1.052, 0.411)  -0.07
C (-1.115, 2.370, 0.640)  -0.39
C (0.349, 2.817, 0.553)  0.01
O (0.579, 3.758, 1.617)  0.07
C (1.583, 3.410, 2.456)  -0.67
F (2.771, 3.363, 1.837)  0.19
F (1.333, 2.182, 3.014)  0.12
F (1.654, 4.287, 3.449)  0.21
O (-1.873, 3.310, -0.152)  0.17
C (-3.160, 3.261, 0.269)  -0.50
O (-4.096, 3.719, -0.293)  0.22
O (-3.208, 2.595, 1.483)  -0.06
C (-1.788, 2.572, 1.992)  -0.09
C (-1.678, 1.312, 2.843)  -0.13
C (-1.500, 1.416, 4.337)  -0.77
O (-1.043, 0.434, 4.892)  -0.08
Br (-2.036, 3.002, 5.221)  1.06
H (1.843, -1.318, 2.192)  0.08
H (0.546, -0.743, 3.290)  0.04
H (1.236, 0.371, 2.116)  0.06
H (-1.092, -0.962, 1.573)  0.09
H (0.008, -2.258, 1.162)  0.12
H (1.131, -0.011, -0.111)  0.09
H (0.368, -1.408, -0.903)  0.12
H (-0.524, 0.962, -1.544)  0.15
H (-1.698, -0.245, -1.100)  0.14
H (0.483, 3.376, -0.370)  0.16
H (1.051, 1.990, 0.596)  0.13
H (-1.753, 3.547, 2.465)  0.16
H (-2.613, 0.760, 2.735)  0.15
H (-0.862, 0.686, 2.489)  0.06
F (-2.636, 5.215, 5.671)  -0.78
Na (-5.106, 2.019, 2.074)  0.85
O (5.330, -0.829, -0.629)  -0.17
S (4.056, -1.527, -0.841)  0.26
O (3.266, -0.785, -1.843)  -0.20
O (3.296, -1.603, 0.406)  -0.24
O (4.336, -2.885, -1.329)  -0.21
C (6.613, -3.226, -3.827)  -0.09
O (6.129, -3.460, -5.164)  -0.26
P (5.000, -2.339, -5.700)  0.66
O (3.954, -2.775, -4.724)  -0.25
O (4.927, -3.035, -7.164)  -0.25
C (5.863, -4.000, -7.669)  -0.08
O (4.070, -1.057, -6.291)  -0.28
C (4.468, -0.316, -7.423)  -0.22
H (7.331, -4.005, -3.582)  0.10
H (7.109, -2.258, -3.778)  0.09
H (5.782, -3.260, -3.112)  0.05
H (5.668, -4.972, -7.222)  0.10
H (6.890, -3.703, -7.479)  0.09
H (5.709, -4.064, -8.744)  0.09
H (4.302, -0.867, -8.350)  0.11
H (5.511, 0.009, -7.362)  0.10
H (3.813, 0.564, -7.446)  -0.15
Li (-0.922, -0.349, 3.868)  0.57
C (-1.178, -4.469, -3.932)  -0.01
C (-0.308, -3.234, -3.952)  -0.55
O (-0.681, -2.172, -3.457)  -0.01
N (0.906, -3.337, -4.532)  0.03
C (1.528, -4.496, -5.153)  -0.07
H (-2.114, -4.232, -3.436)  0.08
H (-1.395, -4.799, -4.948)  0.08
H (-0.685, -5.274, -3.386)  0.09
H (1.444, -2.483, -4.513)  0.12
H (2.450, -4.706, -4.615)  0.06
H (1.765, -4.263, -6.192)  0.09
H (0.890, -5.373, -5.124)  0.08
Mg (3.766, 2.080, -6.759)  0.86
C (-3.899, 5.136, 8.555)  -1.55
Cl (-4.342, 3.702, 9.516)  0.49
Cl (-5.238, 6.282, 8.512)  0.53
Cl (-2.453, 5.892, 9.207)  0.54
H (-3.695, 4.817, 7.534)  -0.04
O (4.265, -6.503, -3.173)  -0.05
H (4.096, -6.112, -2.310)  0.04
H (4.521, -5.754, -3.723)  0.01
N (-7.922, 3.676, 7.867)  0.01
C (-7.860, 3.570, 6.507)  -0.16
C (-9.137, 3.399, 6.038)  -0.12
C (-10.003, 3.406, 7.165)  -0.11
C (-9.221, 3.582, 8.276)  -0.13
H (-7.128, 3.807, 8.471)  0.09
H (-6.915, 3.628, 5.993)  0.10
H (-9.421, 3.284, 5.005)  0.08
H (-11.074, 3.298, 7.160)  0.09
H (-9.478, 3.649, 9.319)  0.11

## Properties
gap between HOMO and LUMO: 1.93 eV
charge: +1
DFT total energy: -207822.751 eV
E_HOMO: -0.3495 Eh
ΔE to the lowest compared entry with this formula, charge and spin: 19.2 kcal per mole

=====

# C55H90N19OS3

14 unconnected molecules or ions with the total composition C55H90N19OS3 (wB97M-V/def2-TZVPD, the OMol25 dataset).

Last column: Löwdin charge in e.
Positions of all 168 atoms, in Å:
C (4.114, -0.123, 2.552)  -0.09
C (3.827, -1.062, 1.306)  -0.24
N (4.472, -2.396, 1.408)  -0.19
C (5.174, -2.787, 0.159)  -0.26
C (6.514, -1.927, -0.009)  -0.07
C (3.587, -3.395, 1.895)  -1.00
S (2.897, -3.166, 3.396)  0.69
S (3.169, -4.955, 1.027)  0.82
C (1.677, -4.762, -0.055)  -0.46
C (0.925, -3.377, 0.076)  -0.22
C (-0.614, -3.616, -0.183)  -0.10
C (-1.129, -3.267, -1.641)  -0.19
C (-0.138, -3.517, -2.882)  -0.08
C (-0.631, -2.324, -3.821)  -0.10
C (-1.402, -1.167, -3.014)  -0.30
C (-2.387, -0.664, -4.139)  -0.15
C (-3.523, 0.345, -3.788)  -0.24
C (-3.093, 1.808, -3.403)  -0.53
S (-2.273, 2.776, -4.761)  0.77
C (-0.460, 0.010, -2.548)  -0.10
C (1.073, -0.306, -2.413)  -0.16
C (1.732, 0.385, -1.127)  -0.20
C (1.835, 1.947, -1.228)  -0.21
N (0.565, 2.640, -0.850)  0.01
C (0.808, 3.857, -0.106)  -0.52
N (1.546, 4.808, -0.528)  0.14
N (0.136, 4.014, 1.180)  0.07
N (-1.886, -1.975, -1.835)  0.03
C (-3.344, -2.056, -1.501)  -0.11
O (-3.656, -2.946, -0.449)  -0.04
C (-3.902, -2.306, 0.771)  -0.24
C (-3.135, -1.215, 1.349)  -0.03
C (-3.523, -0.644, 2.641)  -0.06
C (-4.650, -1.174, 3.404)  -0.06
C (-5.415, -2.294, 2.849)  -0.05
C (-5.030, -2.822, 1.558)  0.00
H (3.472, -0.372, 3.433)  0.03
H (3.781, 0.908, 2.220)  0.07
H (5.201, -0.030, 2.791)  0.09
H (4.241, -0.518, 0.421)  0.10
H (2.704, -1.150, 1.260)  0.09
H (4.476, -2.539, -0.699)  0.12
H (5.502, -3.855, 0.138)  0.09
H (7.189, -2.481, -0.703)  0.05
H (6.204, -0.922, -0.414)  0.05
H (6.970, -1.768, 1.004)  0.09
H (0.961, -5.591, 0.163)  0.07
H (2.007, -4.885, -1.117)  0.03
H (1.012, -2.917, 1.103)  0.09
H (1.425, -2.659, -0.622)  0.09
H (-0.931, -4.644, 0.143)  0.13
H (-1.170, -2.918, 0.515)  0.10
H (-1.857, -4.114, -1.815)  0.16
H (-0.244, -4.563, -3.254)  0.11
H (0.955, -3.423, -2.629)  0.09
H (-1.234, -2.873, -4.595)  0.08
H (0.222, -1.928, -4.433)  0.13
H (-1.746, -0.185, -4.936)  0.13
H (-2.863, -1.549, -4.650)  0.10
H (-4.260, 0.011, -3.007)  0.10
H (-4.148, 0.458, -4.725)  0.12
H (-2.488, 1.839, -2.449)  0.06
H (-4.044, 2.360, -3.157)  0.02
H (-0.922, 2.753, -4.443)  -0.11
H (-0.794, 0.494, -1.581)  0.11
H (-0.553, 0.814, -3.332)  0.09
H (1.363, -1.381, -2.349)  0.08
H (1.634, 0.143, -3.284)  0.12
H (2.790, -0.008, -1.118)  0.06
H (1.251, 0.004, -0.186)  0.10
H (2.606, 2.263, -0.459)  0.12
H (2.227, 2.267, -2.226)  0.12
H (0.098, 2.014, -0.180)  0.08
H (1.929, 4.579, -1.453)  0.05
H (-0.422, 4.872, 1.070)  0.03
H (0.806, 4.177, 1.936)  0.01
H (-1.519, -1.426, -1.036)  0.14
H (-3.682, -1.032, -1.205)  0.15
H (-3.911, -2.359, -2.427)  0.17
H (-2.265, -0.786, 0.785)  0.10
H (-2.984, 0.214, 3.101)  0.11
H (-4.949, -0.784, 4.400)  0.10
H (-6.266, -2.768, 3.392)  0.11
H (-5.625, -3.679, 1.158)  0.12
C (-0.895, -5.019, -7.035)  -0.06
C (-2.101, -4.338, -6.571)  -0.27
N (-3.047, -3.800, -6.203)  0.14
H (-1.138, -5.875, -7.667)  0.09
H (-0.260, -4.352, -7.620)  0.09
H (-0.298, -5.389, -6.200)  0.08
C (0.028, -4.065, 5.575)  -0.08
C (-1.180, -3.386, 6.034)  -0.27
N (-2.131, -2.852, 6.396)  0.13
H (-0.209, -4.922, 4.942)  0.09
H (0.664, -3.397, 4.992)  0.01
H (0.623, -4.435, 6.412)  0.09
C (7.083, -0.643, -3.632)  -0.08
C (5.820, -0.113, -3.125)  -0.26
N (4.823, 0.299, -2.726)  0.15
H (6.920, -1.482, -4.308)  0.07
H (7.646, 0.114, -4.181)  0.09
H (7.720, -0.999, -2.822)  0.07
C (-3.298, 5.816, -8.289)  -0.05
C (-3.091, 4.767, -7.295)  -0.20
N (-2.928, 3.941, -6.506)  -0.09
H (-3.378, 5.401, -9.295)  0.09
H (-4.213, 6.376, -8.092)  0.06
H (-2.473, 6.529, -8.293)  0.09
C (2.235, 2.276, 4.857)  -0.09
C (2.483, 3.273, 3.821)  -0.26
N (2.673, 4.072, 3.015)  0.15
H (2.863, 1.396, 4.725)  0.05
H (2.436, 2.671, 5.851)  0.03
H (1.196, 1.938, 4.848)  0.09
C (-6.338, 5.123, -3.935)  -0.06
C (-6.070, 4.098, -2.930)  -0.27
N (-5.862, 3.289, -2.140)  0.14
H (-6.449, 4.689, -4.929)  0.08
H (-7.256, 5.670, -3.714)  0.09
H (-5.530, 5.854, -3.987)  0.08
C (5.144, -5.366, -2.550)  -0.07
C (6.281, -4.474, -2.747)  -0.25
N (7.157, -3.749, -2.901)  0.16
H (4.628, -5.129, -1.620)  0.03
H (4.419, -5.274, -3.359)  0.08
H (5.450, -6.412, -2.504)  0.09
C (-7.231, 7.369, -8.114)  -0.08
C (-7.139, 7.943, -6.774)  -0.28
N (-7.067, 8.398, -5.722)  0.13
H (-6.360, 7.626, -8.719)  0.07
H (-7.296, 6.281, -8.079)  0.08
H (-8.113, 7.732, -8.644)  0.09
C (1.237, 6.972, 4.819)  -0.06
C (1.450, 5.960, 5.849)  -0.25
N (1.619, 5.161, 6.657)  0.15
H (1.143, 6.521, 3.830)  0.07
H (0.329, 7.546, 5.006)  0.09
H (2.068, 7.679, 4.778)  0.09
C (3.856, 4.660, 9.235)  -0.09
C (3.925, 5.265, 10.563)  -0.28
N (3.980, 5.741, 11.607)  0.12
H (4.750, 4.877, 8.649)  0.08
H (3.761, 3.575, 9.294)  0.06
H (3.000, 5.031, 8.670)  0.03
C (-3.159, 5.450, -1.285)  -0.08
C (-2.201, 6.267, -0.552)  -0.27
N (-1.439, 6.900, 0.026)  0.14
H (-3.096, 4.401, -0.992)  0.07
H (-4.185, 5.776, -1.106)  0.08
H (-2.986, 5.496, -2.362)  0.08
C (1.696, -8.721, -0.704)  -0.05
C (1.891, -7.666, -1.694)  -0.26
N (2.046, -6.835, -2.474)  0.15
H (2.347, -9.575, -0.898)  0.09
H (1.913, -8.367, 0.305)  0.08
H (0.668, -9.087, -0.709)  0.09
C (-2.398, -1.932, 9.995)  -0.07
C (-2.145, -2.978, 10.982)  -0.28
N (-1.947, -3.801, 11.758)  0.13
H (-2.509, -2.348, 8.992)  0.05
H (-3.311, -1.379, 10.222)  0.08
H (-1.581, -1.210, 9.960)  0.06
C (0.704, -0.193, 7.997)  -0.06
C (1.899, 0.611, 7.753)  -0.24
N (2.838, 1.244, 7.561)  0.15
H (0.183, 0.133, 8.897)  0.08
H (-0.001, -0.123, 7.167)  0.08
H (0.953, -1.247, 8.127)  0.08

## Properties
gap between HOMO and LUMO: 7.76 eV
charge: +1
DFT total energy: -121344.066 eV
E_HOMO: -0.3818 Eh
ΔE to the lowest compared entry with this formula, charge and spin: 60.9 kcal per mole

=====

| no. | molecular weight (u) |
| --- | --- |
| 1 | 334.292 |
| 2 | 966.076 |
| 3 | 1129.658 |